# C29H40N5O3ReS

A structure of composition C29H40N5O3ReS at a distorted geometry (ωB97M-V with the def2-TZVPD basis set, the OMol25 dataset).

Last column: Mulliken charge in e.
Positions of all 79 atoms, in Å:
Re  0.134  0.152  -0.275  2.20
C  2.886  -0.205  2.610  -0.22
C  3.485  -1.239  1.647  -0.83
C  2.818  -1.321  0.248  -0.45
N  2.187  -0.084  -0.153  -0.25
C  2.913  1.040  -0.157  0.51
C  4.323  1.020  -0.185  -0.61
C  5.245  2.033  -0.023  -0.59
C  5.048  3.370  0.289  -0.59
C  3.833  4.030  0.403  -0.69
C  2.565  3.557  0.139  -0.65
C  2.114  2.266  -0.202  1.44
N  0.827  2.034  -0.460  -0.16
C  -0.032  3.126  -0.881  -1.19
C  -1.118  2.592  -1.823  -0.63
C  -2.254  1.929  -1.028  -1.10
N  -1.706  1.083  0.006  0.30
C  -2.184  1.147  1.244  0.39
C  -3.497  1.610  1.500  -0.62
C  -4.177  1.820  2.678  -0.65
C  -3.730  1.699  3.989  -0.66
C  -2.500  1.214  4.399  -0.81
C  -1.470  0.684  3.647  -0.57
C  -1.293  0.581  2.256  1.48
N  -0.200  -0.012  1.752  0.09
C  0.448  -1.057  2.531  -1.23
C  1.665  -0.687  3.387  -1.08
H  3.655  0.061  3.338  0.31
H  2.625  0.714  2.084  0.11
H  4.542  -1.002  1.526  0.42
H  3.433  -2.228  2.101  0.53
H  3.567  -1.632  -0.490  0.50
H  2.051  -2.098  0.235  -0.19
H  4.755  0.047  -0.378  0.44
H  6.280  1.723  -0.091  0.39
H  5.931  3.968  0.461  0.36
H  3.878  5.062  0.726  0.37
H  1.771  4.271  0.307  0.44
H  -0.508  3.611  -0.017  0.29
H  0.565  3.869  -1.418  0.81
H  -1.533  3.415  -2.405  0.56
H  -0.660  1.881  -2.513  0.02
H  -2.861  2.730  -0.592  0.74
H  -2.885  1.338  -1.700  0.16
H  -4.098  1.763  0.615  0.44
H  -5.206  2.138  2.566  0.39
H  -4.417  1.996  4.768  0.36
H  -2.327  1.222  5.468  0.39
H  -0.631  0.341  4.234  0.19
H  -0.305  -1.513  3.183  0.85
H  0.766  -1.827  1.828  -0.07
H  1.394  0.085  4.112  0.44
H  1.940  -1.589  3.939  0.40
N  -3.221  -1.855  -0.299  -0.29
C  -3.031  -3.299  -0.268  -0.78
C  -1.787  -3.699  0.522  -0.75
C  -0.486  -3.045  0.032  0.36
O  0.552  -3.685  -0.021  -0.75
O  -0.584  -1.807  -0.268  -0.64
H  -3.154  -1.464  0.635  0.04
H  -4.133  -1.627  -0.679  0.25
H  -2.942  -3.644  -1.305  0.25
H  -3.892  -3.828  0.174  0.45
H  -1.663  -4.781  0.497  0.41
H  -1.899  -3.400  1.568  0.18
O  0.218  -0.095  -2.583  -0.66
S  0.599  -1.194  -3.545  0.10
C  -0.317  -0.747  -5.093  -0.73
C  -1.660  -1.451  -5.023  -0.52
C  -1.354  -2.835  -4.464  -0.79
C  -0.550  -2.590  -3.205  0.38
H  0.277  -1.121  -5.925  0.44
H  -0.380  0.336  -5.148  0.39
H  -2.140  -1.502  -6.001  0.41
H  -2.321  -0.914  -4.341  0.19
H  -0.779  -3.413  -5.189  0.33
H  -2.263  -3.390  -4.234  0.35
H  0.034  -3.444  -2.872  0.64
H  -1.179  -2.240  -2.389  -0.74

Results
multiplicity: 4
largest force on an atom: 1.969 eV/A
Kohn-Sham gap (spin up / spin down): 6.91 / 6.73 eV
charge: +1

---

# C29H40N5O9P2SSiTa

A structure of composition C29H40N5O9P2SSiTa at a distorted geometry (ωB97M-V with the def2-TZVPD basis set, the OMol25 dataset).

Last column: Mulliken charge in e.
Positions of all 88 atoms, in Å:
Ta  -0.346  1.150  -0.534  0.67
O  -2.861  3.890  1.170  -0.60
P  -1.949  2.648  1.059  0.25
O  -1.443  2.109  2.318  -0.62
O  -0.802  2.882  0.054  0.53
O  -2.804  1.502  0.253  -0.27
P  -2.889  1.909  -1.346  0.66
O  -4.058  1.005  -1.871  -0.50
O  -3.071  3.354  -1.456  -0.81
O  -1.606  1.312  -1.897  -0.58
H  -3.186  4.237  0.325  0.42
H  -4.839  1.513  -2.084  0.41
C  1.151  4.531  -1.509  -0.98
Si  1.087  3.080  -2.758  0.44
C  2.474  3.538  -4.004  -1.57
C  -0.460  2.993  -3.861  -1.20
N  1.198  1.524  -1.783  1.76
C  2.331  0.713  -1.853  0.17
C  3.568  1.064  -2.407  -0.65
C  4.634  0.183  -2.438  -1.22
C  4.533  -1.077  -1.876  -0.87
C  3.325  -1.463  -1.318  -0.77
C  2.246  -0.592  -1.328  0.67
O  1.009  -0.956  -0.781  0.93
C  0.713  -2.337  -0.837  -0.33
C  0.752  -3.029  -2.040  0.39
C  0.421  -4.374  -2.061  -0.99
C  0.067  -5.029  -0.892  -0.78
C  0.055  -4.339  0.309  -0.75
C  0.373  -2.992  0.337  -0.71
H  0.777  5.422  -2.003  0.51
H  2.161  4.752  -1.175  0.35
H  0.519  4.373  -0.644  0.07
H  2.104  4.404  -4.544  0.43
H  2.696  2.778  -4.745  0.46
H  3.408  3.849  -3.548  0.44
H  -0.339  3.671  -4.700  0.54
H  -1.358  3.289  -3.332  0.24
H  -0.628  2.000  -4.267  0.32
H  3.699  2.035  -2.837  0.40
H  5.551  0.485  -2.918  0.45
H  5.373  -1.752  -1.872  0.50
H  3.217  -2.445  -0.884  0.58
H  1.068  -2.522  -2.938  0.55
H  0.462  -4.918  -2.992  0.50
H  -0.170  -6.080  -0.906  0.48
H  -0.187  -4.853  1.227  0.50
H  0.387  -2.448  1.264  0.51
C  3.725  1.897  1.360  -0.97
S  2.099  2.659  1.053  0.63
C  1.732  3.177  2.758  -1.06
O  1.233  1.393  0.910  -1.09
H  3.579  1.036  2.002  0.32
H  4.417  2.597  1.813  0.52
H  4.121  1.577  0.401  0.17
H  2.179  4.149  2.938  0.48
H  2.098  2.459  3.482  0.38
H  0.649  3.252  2.835  0.25
N  -0.624  -0.175  1.091  0.72
C  -0.742  -0.257  2.250  -0.32
N  -0.835  -0.464  3.493  0.64
C  -2.122  -0.578  4.172  -0.63
C  -2.042  -1.739  5.169  -0.74
C  -1.037  -2.774  4.671  -0.35
C  0.381  -2.193  4.700  -0.95
C  0.340  -0.705  4.318  -0.44
H  -2.891  -0.753  3.419  0.37
H  -2.344  0.373  4.664  0.28
H  -3.026  -2.190  5.264  0.44
H  -1.744  -1.380  6.153  0.37
H  -1.300  -3.062  3.649  0.06
H  -1.076  -3.669  5.288  0.44
H  1.022  -2.747  4.014  0.35
H  0.813  -2.282  5.696  0.45
H  1.230  -0.402  3.765  0.14
H  0.243  -0.071  5.203  0.54
N  -5.394  -4.966  -2.541  -0.40
C  -4.656  -4.141  -2.254  -0.44
C  -3.745  -3.117  -1.877  0.49
C  -3.742  -2.634  -0.568  -0.85
C  -2.821  -1.657  -0.238  -0.64
N  -1.934  -1.149  -1.090  1.20
C  -1.974  -1.587  -2.348  -0.46
C  -2.845  -2.567  -2.790  -0.94
H  -4.441  -3.011  0.165  0.57
H  -2.791  -1.263  0.766  0.41
H  -1.266  -1.126  -3.022  0.48
H  -2.835  -2.903  -3.815  0.60

Results
largest force on an atom: 8.111 eV/A
Kohn-Sham gap: 7.35 eV
charge: +2

---

# C29H40N6OOsS2Si2

A structure of composition C29H40N6OOsS2Si2 (ωB97M-V with the def2-TZVPD basis set, the OMol25 dataset).

Last column: Mulliken charge in e.
Positions of all 81 atoms, in Å:
Os  -1.879  -0.298  -0.894  2.55
C  -4.628  -3.367  0.534  -1.86
C  -3.438  -2.564  0.129  1.33
N  -3.533  -1.372  -0.367  0.07
N  -4.784  -0.848  -0.626  -0.47
C  -4.868  0.092  -1.581  0.61
N  -6.058  0.504  -1.981  -0.36
S  -3.438  0.751  -2.272  -0.48
C  -2.050  -3.065  0.183  0.23
C  -1.737  -4.343  0.594  -0.66
C  -0.414  -4.771  0.551  -0.94
C  0.543  -3.910  0.064  -1.01
C  0.156  -2.643  -0.350  0.02
N  -1.099  -2.205  -0.274  -0.16
H  -5.262  -2.802  1.222  0.47
H  -4.347  -4.278  1.049  0.41
H  -5.221  -3.649  -0.341  0.38
H  -5.597  -1.279  -0.207  0.25
H  -6.923  0.091  -1.669  0.21
H  -6.115  1.249  -2.659  0.26
H  -2.506  -5.013  0.946  0.30
H  -0.153  -5.767  0.884  0.47
H  1.583  -4.194  -0.004  0.52
H  0.876  -1.958  -0.765  0.45
C  -3.641  0.358  2.207  -1.43
Si  -1.896  0.170  1.517  0.41
C  -1.193  -1.233  2.562  -1.34
C  -0.728  1.612  1.812  -0.25
C  0.090  1.728  2.938  -0.76
C  1.040  2.739  3.014  -0.68
C  1.184  3.640  1.969  -0.80
C  0.378  3.536  0.842  -0.56
C  -0.573  2.524  0.756  0.57
Si  -1.836  2.298  -0.589  0.88
C  -1.396  3.219  -2.163  -1.34
C  -3.405  3.055  0.098  -1.39
H  -3.605  0.937  3.133  0.52
H  -4.011  -0.637  2.477  0.32
H  -4.368  0.835  1.553  0.36
H  -1.216  -0.859  3.591  0.60
H  -0.159  -1.502  2.340  0.16
H  -1.803  -2.137  2.562  0.44
H  0.005  1.031  3.763  0.44
H  1.668  2.823  3.892  0.47
H  1.920  4.431  2.038  0.48
H  0.491  4.256  0.039  0.46
H  -2.020  4.113  -2.233  0.40
H  -1.529  2.654  -3.086  0.45
H  -0.353  3.537  -2.135  0.37
H  -3.206  4.132  0.115  0.49
H  -3.636  2.770  1.121  0.30
H  -4.282  2.902  -0.532  0.35
C  4.070  -1.691  -3.295  -1.19
C  2.923  -0.837  -3.822  -0.11
C  2.896  0.559  -3.214  -1.19
N  2.741  0.526  -1.753  0.19
C  1.604  0.403  -1.101  0.32
S  0.122  0.469  -1.974  -0.83
N  1.592  0.241  0.244  2.65
C  2.601  -0.326  1.092  0.37
O  2.260  -1.222  1.821  -0.52
C  3.960  0.245  1.041  -0.06
C  5.041  -0.581  1.345  -0.61
C  6.322  -0.056  1.352  -0.75
C  6.520  1.293  1.084  -0.48
C  5.441  2.124  0.805  -0.93
C  4.158  1.603  0.778  0.25
H  4.073  -2.673  -3.766  0.38
H  3.997  -1.847  -2.215  0.24
H  5.035  -1.225  -3.500  0.34
H  1.963  -1.326  -3.641  0.14
H  3.010  -0.720  -4.904  0.46
H  2.095  1.166  -3.633  0.43
H  3.837  1.075  -3.403  0.53
H  3.587  0.555  -1.199  0.27
H  0.662  0.149  0.635  -2.81
H  4.865  -1.624  1.575  0.50
H  7.166  -0.693  1.576  0.44
H  7.521  1.702  1.100  0.43
H  5.602  3.178  0.620  0.47
H  3.306  2.245  0.585  0.54

Results
largest force on an atom: 0.189 eV/A
Kohn-Sham gap (spin up / spin down): 6.33 / 6.33 eV
charge: +2